1.
Here is a structure of composition C30H68HfN7O18P at a distorted geometry from the Open Molecules 2025 dataset. Energies are from the ωB97M-V functional and the def2-TZVPD basis.

Summary:
- DFT total energy (eV) = -90106.0865
- E_LUMO (eV) = -0.22
- HOMO energy (eV) = -8.36

Geometry as ORCA input:
```
! RIJCOSX wB97M-V def2-TZVPD def2/J DEFGRID3
* xyz 0 1
Hf 0.45527 1.60891 -1.24620
P -0.83092 -0.72391 -0.41616
O -0.21396 -2.08858 -0.38772
O -0.79887 0.02556 -1.91066
O 0.26210 0.26292 0.27973
O -2.20409 -0.63913 0.23537
C 2.99328 3.58155 -1.33300
O 1.71249 3.15988 -0.90901
H 3.75817 2.96679 -0.90187
H 3.07914 3.74379 -2.44411
H 3.11771 4.57636 -0.94011
C 1.47656 -0.44449 8.39101
C 0.98257 -1.29967 7.29281
O 0.44594 -0.40427 6.27918
C -0.17214 -1.13845 5.33321
O -0.44320 -2.28025 5.26436
O -0.60280 -0.26503 4.35063
C -1.29024 -0.89833 3.22577
H 0.68165 -0.01405 8.96642
H 2.09460 0.33618 7.92783
H 2.20436 -0.94751 9.10584
H 0.24028 -2.01905 7.48152
H 1.74781 -1.94048 6.77171
H -2.36754 -0.69602 3.40512
H -1.16062 -1.98412 3.25683
H -0.93472 -0.44025 2.33028
C 2.62200 -1.20284 3.32011
C 3.55367 -0.62894 2.31466
O 3.80887 0.71293 2.87047
C 4.68076 1.45522 2.19955
O 5.05760 1.27939 1.03357
O 5.10887 2.52668 2.94131
C 4.70727 2.67412 4.32319
H 1.80980 -0.44693 3.43296
H 3.14069 -1.49703 4.25168
H 2.13082 -2.10261 2.93137
H 3.03138 -0.50126 1.37332
H 4.45966 -1.22317 2.15739
H 5.36893 2.05611 4.93096
H 3.67712 2.39717 4.53531
H 4.94368 3.66944 4.67551
C 0.99826 3.57052 -4.91283
C 0.45057 2.20547 -4.59648
O 0.78917 1.67051 -3.54423
N -0.36032 1.55508 -5.50871
C -0.96983 0.26206 -5.33178
H 0.89357 4.19482 -4.01387
H 0.58243 3.95998 -5.85037
H 2.06449 3.41390 -5.10994
H -0.51744 2.04588 -6.39043
H -0.40493 -0.39671 -4.68936
H -1.29134 -0.20806 -6.26494
H -1.90522 0.52416 -4.86520
C -3.53967 -4.74679 -1.17124
C -3.70859 -3.92757 -2.44095
O -4.53403 -4.20984 -3.32180
N -2.87813 -2.84199 -2.50439
C -2.93219 -1.86562 -3.57281
H -4.49940 -4.99447 -0.68597
H -2.88338 -4.16818 -0.52701
H -3.11797 -5.70983 -1.43196
H -2.45628 -2.59627 -1.62619
H -2.67348 -0.87536 -3.28233
H -3.90408 -1.93998 -4.08536
H -2.18070 -2.09929 -4.32858
C 1.00663 2.21076 2.02450
C -0.39530 2.33915 1.49642
O -0.63224 2.77850 0.37254
N -1.41500 2.07125 2.34964
C -2.77650 2.15542 1.91724
H 1.35907 3.25823 2.11142
H 1.62447 1.62477 1.29606
H 1.00396 1.76013 2.98091
H -1.27612 1.93168 3.34061
H -3.20462 3.16839 1.80269
H -3.46394 1.67572 2.58998
H -2.84744 1.61036 0.95237
C 4.11868 0.97380 -2.35627
C 3.34615 -0.09979 -1.66751
O 2.19378 0.17251 -1.26549
N 3.82268 -1.33632 -1.33685
C 3.01075 -2.28841 -0.55596
H 4.68554 1.42590 -1.54780
H 3.36793 1.61317 -2.77411
H 4.83312 0.51747 -3.04742
H 4.64618 -1.69415 -1.76161
H 3.16308 -3.24915 -1.04661
H 1.93574 -1.95629 -0.60486
H 3.37763 -2.43335 0.47790
C 2.64176 -0.99111 -4.81100
C 2.47108 -2.28161 -4.08259
O 3.35342 -3.16656 -4.06004
N 1.29222 -2.52824 -3.43493
C 0.79402 -3.80213 -2.85571
H 2.30968 -0.12966 -4.22065
H 1.98789 -1.02929 -5.71030
H 3.70549 -0.90930 -5.09083
H 0.76487 -1.66795 -3.21548
H 1.66582 -4.41744 -2.58330
H 0.22295 -4.34071 -3.64232
H 0.12609 -3.56675 -2.04306
C -3.09440 -3.20083 1.95475
C -4.46572 -2.54921 2.34393
O -5.21667 -3.08661 3.17354
N -4.77615 -1.40256 1.70975
C -6.17942 -0.90711 1.93650
H -2.52095 -3.39826 2.82747
H -2.62133 -2.54654 1.25492
H -3.32111 -4.12632 1.47367
H -4.09071 -1.01252 1.10038
H -6.20396 -0.62617 2.99495
H -6.89144 -1.70690 1.75959
H -6.39223 -0.06684 1.26489
C -1.71248 5.05175 -1.02331
C -1.95122 3.73856 -1.71297
O -0.96617 3.06115 -2.16293
N -3.19681 3.22393 -1.78967
C -3.40676 1.80379 -2.25371
H -0.93169 4.83403 -0.28817
H -2.63153 5.38809 -0.51760
H -1.33923 5.79079 -1.72934
H -3.95084 3.89166 -1.81629
H -3.02187 1.10384 -1.53841
H -2.81257 1.65190 -3.16307
H -4.47969 1.66233 -2.43987
*
```

Results of the Mulliken charge analysis, in e, for atoms 1 through 6: atom 1 (Hf): 1.748, atom 2 (P): -0.681, atom 3 (O): -1.097, atom 4 (O): -0.390, atom 5 (O): 0.300, atom 6 (O): 1.454


2.
Here is a cluster of 2 separate species, C2H6IN2 in total at a distorted geometry from the Open Molecules 2025 dataset. Energies are from the ωB97M-V functional and the def2-TZVPD basis.

Summary:
- DFT total energy (eV) = -13242.4976
- E_LUMO (spin up / spin down) (eV) = -6.88 / -6.88
- HOMO energy (spin up / spin down) (eV) = -12.64 / -12.64

Geometry as ORCA input:
```
! RIJCOSX wB97M-V def2-TZVPD def2/J DEFGRID3
* xyz 1 1
C 0.00407 -0.84166 0.47800
C 0.72369 1.48057 -0.01862
N -0.99759 -1.70255 0.70487
N -0.18705 0.45854 0.20725
I 1.40277 1.04899 -3.08946
H 1.01705 -0.98745 0.63654
H 0.30072 2.26853 -0.59441
H 1.73447 1.52551 0.21159
H -1.05810 -2.68558 0.89226
H -1.87052 -1.21609 0.84528
H -1.06951 0.65120 -0.27330
*
```

Results of the natural (NBO) charge analysis, in e, for atoms 1 through 6: atom 1 (C): 0.429, atom 2 (C): -0.054, atom 3 (N): -0.678, atom 4 (N): -0.536, atom 5 (I): -0.213, atom 6 (H): 0.230


3.
Here is a structure of composition C25H32N8Tl at a distorted geometry from the Open Molecules 2025 dataset. Energies are from the ωB97M-V functional and the def2-TZVPD basis.

Summary:
- DFT total energy (eV) = -43031.6111
- E_LUMO (spin up / spin down) (eV) = -11.27 / -11.75
- HOMO energy (spin up / spin down) (eV) = -17.38 / -17.42

Geometry as ORCA input:
```
! RIJCOSX wB97M-V def2-TZVPD def2/J DEFGRID3
* xyz 3 1
Tl -0.81618 -0.88380 0.06141
C -2.62146 1.96050 0.93093
C -2.91309 1.17816 2.21206
C -1.67756 0.89944 3.00847
C -1.55988 1.32762 4.32559
C -0.44104 0.98218 5.06373
C 0.55744 0.22521 4.46739
C 0.39643 -0.13894 3.14861
N -0.69161 0.19234 2.43738
N -2.48914 1.11806 -0.27627
C -1.96531 1.96147 -1.35473
C -1.56015 1.17104 -2.56452
C -1.85735 1.59361 -3.84926
C -1.31994 0.90486 -4.92733
C -0.50472 -0.19302 -4.69562
C -0.28771 -0.58080 -3.38670
N -0.80323 0.09494 -2.35365
C -3.76468 0.52984 -0.70170
C -4.16471 -0.72699 0.02340
C -5.49256 -0.97079 0.33026
C -5.84901 -2.19491 0.87730
C -4.86961 -3.14870 1.10864
C -3.56209 -2.83241 0.79281
N -3.22854 -1.64617 0.26987
H -1.68504 2.50570 1.05204
H -3.40789 2.70625 0.77256
H -3.39231 0.22684 1.99013
H -3.60768 1.74428 2.82904
H -2.35723 1.91078 4.76611
H -0.35711 1.29368 6.09646
H 1.43877 -0.08202 5.01223
H 1.15321 -0.71716 2.63353
H -1.06878 2.46168 -0.98044
H -2.67799 2.74495 -1.63140
H -2.49249 2.45670 -4.00191
H -1.53293 1.22405 -5.93930
H -0.05217 -0.74507 -5.50713
H 0.30338 -1.45719 -3.15090
H -3.66679 0.25684 -1.75537
H -4.57017 1.26744 -0.62956
H -6.23770 -0.21260 0.12672
H -6.88390 -2.40319 1.11501
H -5.10504 -4.11652 1.52789
H -2.76363 -3.54520 0.95357
C 3.42645 0.33423 -1.49485
N 3.04975 -0.49550 -0.32930
C 3.65524 0.10652 0.88246
N 5.10311 0.22390 0.75318
C 5.43798 1.05135 -0.41002
N 4.87760 0.44006 -1.62152
C 5.48484 -0.86779 -1.84298
N 5.13026 -1.64522 -0.64032
C 3.67306 -1.81509 -0.51483
C 5.72267 -1.08689 0.59118
H 3.00957 1.33165 -1.36473
H 3.01553 -0.10475 -2.40392
H 3.42740 -0.51647 1.74686
H 3.23210 1.09853 1.03337
H 6.51850 1.14171 -0.50197
H 5.00879 2.04374 -0.27875
H 6.56440 -0.79146 -1.94616
H 5.06838 -1.33779 -2.73174
H 3.45518 -2.45320 0.34063
H 3.28879 -2.28368 -1.42022
H 6.80029 -0.99258 0.48168
H 5.49935 -1.72424 1.44460
*
```

Results of the natural (NBO) charge analysis, in e, for atoms 1 through 6: atom 1 (Tl): 1.271, atom 2 (C): -0.223, atom 3 (C): -0.460, atom 4 (C): 0.227, atom 5 (C): -0.216, atom 6 (C): -0.094